1.
{"formula": "CH2Br2S", "method": "ωB97M-V with the def2-TZVPD basis set", "species": ["C", "S", "Br", "Br", "H", "H"], "coordinates": [[-1.26282, 0.02540, -0.14106], [-0.17715, -0.61142, 1.21896], [-1.56543, 1.92246, 0.15044], [-2.85925, -1.12948, -0.08386], [-0.64832, -0.30107, -0.97142], [0.35744, 0.56203, 1.22810]], "atomic_forces_ev_per_a": [[0.333, -1.431, 1.481], [-1.000, -0.653, -0.119], [-0.160, -0.682, -0.683], [0.384, 0.700, -0.322], [-0.730, 0.966, -0.810], [1.173, 1.101, 0.452]], "gap_ha": 0.35786, "homo_energy_ev": -9.724, "relative_energy_kcal_mol": 4.74, "lumo_ha": 0.0005}


2.
{"formula": "C15H24FNO11S2", "method": "ωB97M-V with the def2-TZVPD basis set", "species": ["C", "C", "C", "C", "C", "C", "N", "O", "O", "H", "H", "H", "H", "H", "O", "S", "O", "O", "C", "C", "C", "H", "H", "H", "H", "H", "H", "H", "H", "O", "S", "O", "O", "C", "C", "C", "H", "H", "H", "H", "H", "H", "H", "H", "C", "C", "O", "C", "O", "O", "F", "H", "H", "H"], "coordinates": [[3.99519, -1.47308, -1.37560], [3.33752, -2.13197, -2.37849], [4.03881, -2.51401, -3.51480], [5.36967, -2.38478, -3.53328], [6.08610, -1.73961, -2.47467], [5.39059, -1.29657, -1.35445], [6.10372, -2.65960, -4.82257], [5.61461, -3.40364, -5.69516], [7.20135, -2.13054, -4.97900], [3.41952, -1.27838, -0.48280], [2.27231, -2.31011, -2.38055], [3.48364, -3.08221, -4.24647], [7.16082, -1.69195, -2.57011], [5.89925, -0.98505, -0.45411], [-4.23030, 1.56958, -0.31894], [-3.33227, 0.56902, -0.88000], [-2.44760, 0.90490, -1.96932], [-2.52489, -0.21074, 0.33764], [-3.09801, -0.21328, 1.65288], [-2.27259, -0.95725, 2.63657], [-4.38571, -1.05693, -1.38405], [-4.05468, -0.72728, 1.74603], [-3.48648, 0.76939, 1.92039], [-1.87821, -1.83256, 2.12043], [-2.84852, -1.47268, 3.40517], [-1.61820, -0.20899, 3.08374], [-4.82844, -0.83459, -2.35495], [-5.25751, -1.25452, -0.76034], [-3.70605, -1.90679, -1.44658], [-2.97363, 4.58981, 3.93676], [-2.51891, 5.26968, 2.74887], [-2.21642, 6.75618, 2.86053], [-1.18619, 4.51625, 2.10871], [-1.27596, 3.05638, 1.98018], [0.03694, 2.60683, 1.35358], [-3.63920, 5.11967, 1.33035], [-2.18108, 2.83317, 1.41533], [-1.46146, 2.58881, 2.94717], [0.00639, 2.89028, 0.30154], [-0.02072, 1.51889, 1.31960], [0.88951, 2.80424, 2.00341], [-4.30015, 5.98193, 1.41841], [-4.05417, 4.17248, 1.67493], [-3.03641, 5.22267, 0.42805], [0.76537, -1.37768, 0.56908], [0.01042, -2.65657, 0.13244], [0.97525, -3.69878, -0.03008], [1.96762, -3.33517, 0.85460], [2.99080, -3.98931, 1.15692], [1.77568, -2.05464, 1.33073], [-0.66919, -2.31462, -1.00745], [0.36998, -0.61474, 1.23966], [1.15845, -0.89362, -0.32494], [-0.81650, -3.04791, 0.72503]], "atomic_forces_ev_per_a": [[-0.279, 0.151, 1.871], [0.294, 0.193, -1.355], [-3.213, -1.356, 0.764], [4.395, 0.681, -3.026], [-0.354, -0.147, 0.181], [-0.090, -1.058, -1.371], [-2.331, 0.333, 3.332], [-1.256, -0.902, -0.633], [2.470, 1.098, 0.140], [0.105, 0.391, 0.301], [-0.195, 0.055, 0.301], [0.355, 0.145, -0.471], [0.017, 0.114, 0.027], [0.036, 0.352, -0.066], [1.235, -0.935, -0.350], [-2.156, -2.537, -0.137], [-0.524, -0.495, 1.673], [0.180, 1.084, -0.797], [-2.886, 0.023, 0.225], [0.592, 0.212, 0.168], [0.543, 1.860, -0.337], [-0.405, -0.528, -1.342], [1.036, 0.448, 0.183], [0.952, 0.439, 0.006], [-0.410, 0.686, 0.171], [0.864, -0.915, 0.172], [0.433, 0.122, -0.169], [0.489, 0.330, 0.639], [0.099, 0.328, 0.098], [0.132, -0.132, -1.029], [1.943, 4.714, -0.517], [-0.329, -4.617, -0.291], [-1.331, 0.496, 1.134], [0.094, 0.482, 0.431], [-1.547, -1.031, 0.086], [0.657, 0.142, 1.928], [0.254, -0.148, -0.602], [0.306, 0.292, 0.326], [0.892, 0.479, 0.218], [-0.041, -0.227, -0.015], [0.030, 0.631, -0.563], [-0.216, -0.358, 0.095], [-0.695, -0.137, -1.396], [-0.201, -0.615, 0.109], [0.549, -1.977, 0.509], [-1.963, 1.217, -0.547], [0.182, 1.678, 1.044], [4.798, -1.191, 0.798], [-4.795, 2.173, -1.220], [0.797, -0.836, -0.253], [0.529, -0.631, -0.913], [-0.742, -0.534, -0.221], [0.254, -0.096, -0.086], [0.446, 0.053, 0.776]], "gap_ha": [0.08243, 0.22193], "multiplicity": 2, "homo_energy_ev": [-0.911, -4.707], "total_charge": -1, "lumo_ha": [0.0490, 0.0490]}


3.
{"formula": "C5H8N2", "method": "ωB97M-V with the def2-TZVPD basis set", "species": ["C", "N", "C", "C", "C", "C", "N", "H", "H", "H", "H", "H", "H", "H", "H"], "coordinates": [[2.16515, -0.80200, -1.19736], [1.06631, -0.54998, -0.22722], [0.02515, 0.21901, -0.56726], [-0.88582, 0.30543, 0.46716], [-2.13531, 1.09845, 0.48574], [-0.37257, -0.48628, 1.55603], [0.72936, -1.12398, 1.25617], [2.10056, -1.80493, -1.63173], [3.12074, -0.68839, -0.68675], [2.14813, -0.07835, -2.04256], [-0.07372, 0.70154, -1.55513], [-2.95371, 0.55198, 0.95478], [-2.45974, 1.36224, -0.51820], [-1.97996, 2.01668, 1.04782], [-0.49456, -0.72141, 2.65853]], "atomic_forces_ev_per_a": [[-0.175, -0.360, 0.783], [-1.021, -0.677, 1.602], [-0.571, -0.075, 0.797], [-0.089, -0.193, 0.681], [-0.306, 0.244, 0.124], [1.413, -0.633, -0.364], [2.233, 1.286, -3.795], [-0.003, 0.091, 0.191], [-0.006, -0.100, -0.044], [-0.361, -0.280, 0.831], [0.219, -0.369, 0.701], [-0.009, 0.004, 0.020], [0.022, 0.063, -0.081], [-0.204, 0.218, 0.044], [-1.142, 0.780, -1.490]], "gap_ha": 0.33498, "homo_energy_ev": -8.132, "relative_energy_kcal_mol": 48.78, "lumo_ha": 0.0361}


4.
{"formula": "C7H12N2O6", "method": "ωB97M-V with the def2-TZVPD basis set", "species": ["C", "C", "C", "C", "C", "C", "C", "N", "N", "O", "O", "O", "O", "O", "O", "H", "H", "H", "H", "H", "H", "H", "H", "H", "H", "H", "H"], "coordinates": [[0.19430, -1.19234, -1.11144], [-1.02537, 1.07155, -0.82494], [0.55698, 0.66267, -2.65663], [0.10320, -2.46870, 0.88010], [-2.88760, 0.77909, 0.63611], [2.03389, 1.81452, 0.49034], [-0.02059, 0.20426, -1.56462], [3.11389, -0.15145, -0.05089], [3.51929, -1.24679, 0.16241], [0.10895, -2.13208, -1.80314], [-1.12342, 2.27328, -0.92848], [3.27654, -1.93398, 1.36045], [0.29191, -1.21304, 0.21982], [-1.85080, 0.20821, -0.13835], [2.32982, 0.46666, 0.81144], [3.03912, -2.82064, 1.06094], [0.63420, 1.69625, -2.82748], [1.03189, -0.02275, -3.29455], [-0.98501, -2.62818, 0.95114], [0.45500, -2.22091, 1.95460], [0.81499, -3.29128, 0.45169], [-3.52604, -0.14511, 0.60546], [-3.25747, 1.71338, 0.23285], [-2.48401, 0.99221, 1.72697], [1.16333, 2.04279, 1.06700], [1.95928, 1.82953, -0.61524], [2.90175, 2.31295, 0.81039]], "atomic_forces_ev_per_a": [[-1.557, 1.786, 1.530], [0.409, -0.756, 0.033], [0.003, -0.355, 0.775], [1.792, 0.143, 1.695], [0.437, -1.354, 2.222], [0.773, -1.372, -1.680], [-0.479, 0.849, 0.432], [-0.329, 2.528, -1.318], [1.610, -3.254, -0.886], [0.389, -2.596, -1.772], [-0.257, -1.162, 0.531], [-1.034, 1.026, 0.723], [0.505, -0.338, 0.074], [1.490, 1.979, -1.114], [-0.876, -1.302, 2.490], [0.403, 0.054, -0.141], [-0.513, 1.186, -0.639], [0.965, -0.663, -0.688], [0.559, -0.703, -0.472], [-0.472, -0.646, -1.715], [-1.925, 1.303, 0.588], [-0.479, 1.677, 0.668], [-0.357, -0.149, -0.256], [-0.885, -0.502, -2.075], [-0.545, 0.393, -0.062], [-0.425, 0.675, 0.722], [0.798, 1.553, 0.335]], "gap_ha": 0.36797, "homo_energy_ev": -9.818, "relative_energy_kcal_mol": 171.54, "lumo_ha": 0.0072}


| no. | E_tot (Eh) |
| --- | --- |
| 1 | -5585.4851 |
| 2 | -2364.4043 |
| 3 | -304.7578 |
| 4 | -834.6833 |